Arrangement P

{
  "formula": "C3H12N2OS",
  "method": "the ωB97M-V functional and the def2-TZVPD basis",
  "molar_mass_g_mol": 124.2,
  "smiles": "NC[C@@H](N)CS.O",
  "lumo_ev": 0.5,
  "multiplicity": 1,
  "e_homo_ev": -9.27,
  "gap_ha": 0.3610,
  "symbols": ["N", "C", "C", "N", "C", "S", "H", "H", "H", "H", "H", "H", "H", "H", "H", "H", "O", "H", "H"],
  "xyz": [[-0.86882, 0.01804, 2.22846], [-0.15560, 0.54542, 1.11249], [-0.38360, 0.13743, -0.39554], [-1.88057, 0.70169, -0.65813], [0.66764, 0.69341, -1.31895], [0.62691, -0.07835, -3.04617], [-1.61760, -0.49212, 1.82818], [-0.36988, -0.72869, 2.70503], [0.90854, 0.20130, 1.28015], [-0.45426, 1.59113, 1.12943], [-0.46658, -0.92253, -0.36735], [-2.54338, 0.09183, -0.15463], [-1.99831, 0.65479, -1.63208], [1.74267, 0.61979, -0.80399], [0.74857, 1.82604, -1.43607], [0.78100, 1.21649, -3.71943], [1.39677, -2.17455, 1.01836], [1.61210, -1.47218, 1.56895], [2.25442, -2.42893, 0.66129]],
  "mulliken_charge": [-0.6055, -0.9299, 0.3860, -0.7023, -0.6813, -0.2391, 0.2099, 0.3091, 0.2103, 0.4178, 0.3261, 0.2279, 0.2414, 0.2572, 0.4006, 0.1674, -0.5857, 0.2771, 0.3130]
}

=====

Arrangement Q

{
  "formula": "C3H12N2OS",
  "method": "the ωB97M-V functional and the def2-TZVPD basis",
  "molar_mass_g_mol": 124.2,
  "lumo_ev": -4.1,
  "multiplicity": 1,
  "e_homo_ev": -8.17,
  "gap_ha": 0.1504,
  "symbols": ["N", "C", "C", "S", "C", "N", "H", "H", "H", "H", "H", "H", "H", "H", "H", "H", "H", "H", "O"],
  "xyz": [[-0.85476, 0.38597, -0.50192], [-0.00802, 0.50054, 0.63946], [-0.00559, 1.84218, 1.36702], [-3.84036, 0.02482, -0.35088], [1.44075, 0.14826, 0.33700], [1.59107, -1.15461, -0.26454], [-0.99025, 1.18970, -1.10109], [-1.00980, 2.21092, 1.61598], [-1.83758, 0.23297, -0.28273], [-0.32597, -0.21155, 1.40782], [0.56038, 1.77291, 2.30192], [0.45786, 2.67143, 0.80643], [2.00050, 0.21651, 1.26112], [1.83588, 0.90859, -0.35572], [0.99038, -1.44301, -1.02596], [2.51358, -1.54266, -0.28844], [-1.30137, -2.04882, -2.20696], [-0.73538, -3.22830, -1.40993], [-0.48135, -2.47584, -1.94858]],
  "mulliken_charge": [-0.3186, 0.5895, -1.4400, -0.1289, -0.7199, -0.4629, 0.2560, 0.3400, 0.0260, 0.1946, 0.3892, 0.3430, 0.3843, 0.2757, 0.1695, 0.1560, 0.2917, 0.3167, -0.6618]
}

=====

Order of stability, best first: arrangement P, arrangement Q

=====

Arrangement P

{
  "formula": "C3H6OS2",
  "method": "the ωB97M-V functional and the def2-TZVPD basis",
  "molar_mass_g_mol": 122.2,
  "lumo_ev": -4.2,
  "multiplicity": 1,
  "e_homo_ev": -9.30,
  "gap_ha": 0.1878,
  "symbols": ["C", "C", "O", "C", "S", "S", "H", "H", "H", "H", "H", "H"],
  "xyz": [[-0.84660, 0.21793, 0.79348], [-1.44158, -0.92878, -0.00968], [-2.56986, -1.32655, 0.13632], [0.47688, 0.68873, 0.16899], [1.86058, 0.42166, 1.28638], [1.94259, 0.15706, -2.35708], [-0.60269, -0.30906, 1.72616], [-1.64279, 0.96598, 0.88667], [-0.74262, -1.60108, -0.53313], [0.45509, 1.72632, -0.13228], [0.62930, 0.11079, -0.81241], [2.48169, -0.12300, -1.15341]],
  "mulliken_charge": [-0.3352, -0.0594, -0.4468, -0.2170, -0.0979, -0.1802, 0.2701, 0.2633, 0.3370, 0.4276, -0.1694, 0.2079]
}

=====

Arrangement Q

{
  "formula": "C3H6OS2",
  "method": "the ωB97M-V functional and the def2-TZVPD basis",
  "molar_mass_g_mol": 122.2,
  "lumo_ev": -0.3,
  "multiplicity": 1,
  "e_homo_ev": -8.80,
  "gap_ha": 0.3131,
  "symbols": ["C", "C", "C", "O", "S", "S", "H", "H", "H", "H", "H", "H"],
  "xyz": [[2.89980, -0.94872, 0.03313], [-2.16515, -0.01256, 0.98341], [-1.05439, 0.33228, 0.36828], [-0.00099, 1.52926, -1.72203], [3.16904, 0.60433, -0.28098], [-0.85644, 0.38062, -1.44190], [1.99953, -1.27443, 0.53526], [3.61456, -1.71670, -0.23439], [-2.22963, -0.06394, 2.05876], [-3.05779, -0.26060, 0.43159], [-0.13206, 0.57893, 0.87575], [-2.18647, 0.85154, -1.60688]],
  "mulliken_charge": [-0.3422, -0.5423, -0.0409, -0.5348, -0.1423, 0.3112, 0.2150, 0.2648, 0.2576, 0.1808, 0.2588, 0.1142]
}

=====

Arrangement R

{
  "formula": "C3H6OS2",
  "method": "the ωB97M-V functional and the def2-TZVPD basis",
  "molar_mass_g_mol": 122.2,
  "smiles": "O=[S@@H](=S)C1CC1",
  "lumo_ev": 0.2,
  "multiplicity": 1,
  "e_homo_ev": -9.63,
  "gap_ha": 0.3622,
  "symbols": ["O", "S", "S", "C", "C", "C", "H", "H", "H", "H", "H", "H"],
  "xyz": [[-1.56788, -0.80595, 2.09576], [-0.73971, -1.04361, 0.99535], [-1.04084, -2.57862, -0.09257], [-0.50819, 0.50361, 0.11217], [0.90202, 0.85274, -0.18221], [0.08312, 0.44119, -1.29229], [0.63965, -1.07492, 1.71100], [-1.08529, 1.33796, 0.43882], [1.72761, 0.08252, 0.21276], [1.25302, 1.83044, -0.02953], [0.09445, 1.00982, -2.30961], [0.24204, -0.55518, -1.65964]],
  "mulliken_charge": [-0.5603, 0.5409, -0.2949, -0.2854, -0.3976, -0.4571, 0.1234, 0.3966, 0.1762, 0.2856, 0.2490, 0.2237]
}

=====

Order of stability, best first: arrangement Q, arrangement R, arrangement P

=====

Arrangement P

{
  "formula": "C7H28O7",
  "method": "the ωB97M-V functional and the def2-TZVPD basis",
  "molar_mass_g_mol": 224.3,
  "smiles": "CO.CO.CO.CO.CO.CO.CO",
  "lumo_ev": 0.5,
  "multiplicity": 1,
  "e_homo_ev": -9.91,
  "gap_ha": 0.3841,
  "symbols": ["C", "O", "H", "H", "H", "H", "C", "O", "H", "H", "H", "H", "C", "O", "H", "H", "H", "H", "C", "O", "H", "H", "H", "H", "C", "O", "H", "H", "H", "H", "C", "O", "H", "H", "H", "H", "C", "O", "H", "H", "H", "H"],
  "xyz": [[-0.12101, -0.29008, 3.41309], [0.02504, -0.38090, 2.00264], [0.24687, 0.67226, 3.78478], [-1.17123, -0.39007, 3.60828], [0.37600, -1.19494, 3.85251], [0.94893, -0.37344, 1.69704], [-0.74674, -3.59753, 1.16563], [-1.35689, -3.09264, 0.03878], [-1.32394, -4.28133, 1.83550], [0.00634, -4.29111, 0.69285], [-0.32971, -2.86298, 1.84531], [-2.04931, -2.45770, 0.30237], [1.33331, -3.20817, -1.21429], [1.12525, -1.94895, -0.57030], [1.87633, -2.93963, -2.09403], [1.87083, -3.81367, -0.47097], [0.32614, -3.61658, -1.58143], [0.23696, -2.03080, -0.11064], [-0.68349, 4.99383, -0.87422], [0.06898, 4.64865, 0.33677], [-0.04590, 4.77464, -1.82367], [-1.49334, 4.32934, -1.02929], [-0.97871, 5.96931, -0.90064], [-0.16816, 3.84968, 0.71215], [-0.22361, 0.09624, -3.72998], [-1.66340, -0.06648, -3.65782], [0.31753, 0.05881, -2.85655], [0.18473, -0.73123, -4.37853], [-0.11625, 1.04986, -4.23521], [-2.09989, 0.62885, -3.16191], [-1.86881, 1.14339, -0.02794], [-1.14402, 1.88716, 0.92105], [-2.55403, 0.43705, 0.45267], [-2.39151, 1.80318, -0.69680], [-1.26847, 0.53398, -0.68780], [-0.65013, 1.19470, 1.47282], [2.62249, 0.96345, 1.05984], [2.49730, -0.45078, 1.38482], [3.30931, 1.36514, 1.85374], [3.13548, 1.04944, 0.14216], [1.69876, 1.51713, 1.01125], [2.24195, -0.94705, 0.51595]],
  "mulliken_charge": [-0.7930, -0.6189, 0.3246, 0.2791, 0.3019, 0.4763, -0.5990, -0.5024, 0.3212, 0.2339, 0.2138, 0.2708, -0.7756, -0.4811, 0.3073, 0.2597, 0.2779, 0.4099, -0.4887, -0.5261, 0.2000, 0.1473, 0.3129, 0.3697, -0.4466, -0.5091, 0.1586, 0.2077, 0.3081, 0.2817, -0.4179, -0.5295, 0.2427, 0.3336, 0.0129, 0.3549, -0.4334, -0.6507, 0.2088, 0.3563, 0.1066, 0.4937]
}

=====

Arrangement Q

{
  "formula": "C7H28O7",
  "method": "the ωB97M-V functional and the def2-TZVPD basis",
  "molar_mass_g_mol": 224.3,
  "smiles": "CO.CO.CO.CO.CO.CO.CO",
  "lumo_ev": 0.5,
  "multiplicity": 1,
  "e_homo_ev": -9.59,
  "gap_ha": 0.3717,
  "symbols": ["C", "O", "H", "H", "H", "H", "C", "O", "H", "H", "H", "H", "C", "O", "H", "H", "H", "H", "C", "O", "H", "H", "H", "H", "C", "O", "H", "H", "H", "H", "C", "O", "H", "H", "H", "H", "C", "O", "H", "H", "H", "H"],
  "xyz": [[-2.78498, 0.00105, 2.77595], [-1.72104, -0.22797, 1.88633], [-3.72276, -0.15369, 2.24236], [-2.73684, -0.69014, 3.61740], [-2.83225, 1.05201, 3.06119], [-1.70570, 0.37810, 1.14200], [-2.76250, 1.85221, -3.84418], [-2.16124, 2.15054, -2.55969], [-2.01488, 2.04902, -4.61257], [-3.10083, 0.81997, -3.93433], [-3.67168, 2.44476, -3.94605], [-1.26782, 1.79932, -2.56542], [4.21952, 0.49462, 0.19099], [5.28190, 1.13113, 0.90114], [4.11908, 1.06428, -0.73286], [4.34339, -0.57700, 0.03481], [3.34523, 0.77675, 0.77760], [4.95053, 2.03024, 0.95938], [1.24810, -2.20008, 2.72141], [0.47251, -2.66831, 1.61219], [1.02476, -2.50874, 3.74266], [2.28493, -2.53384, 2.68044], [1.25019, -1.11939, 2.57929], [-0.33330, -2.14682, 1.63004], [0.55683, 0.02854, -1.13289], [-0.05545, 0.37590, -2.42300], [1.00078, 0.94171, -0.73651], [-0.17364, -0.38956, -0.44028], [1.38453, -0.67805, -1.19420], [-0.08708, -0.46833, -2.87893], [-1.51661, -2.81105, -1.98292], [-0.92399, -2.12734, -3.10005], [-0.89920, -3.44529, -1.34681], [-1.96274, -2.07542, -1.31366], [-2.31124, -3.48417, -2.30477], [-0.42493, -2.75291, -3.63033], [0.45857, 1.97867, 1.93120], [1.41897, 2.89464, 1.94081], [0.91896, 1.06255, 1.56127], [0.09034, 1.80632, 2.94254], [-0.31395, 2.31796, 1.24113], [1.11553, 3.60783, 2.50729]],
  "mulliken_charge": [-0.7230, -0.2828, 0.2965, 0.2578, 0.2812, 0.1733, -0.5398, -0.4923, 0.2364, 0.2208, 0.2394, 0.3447, -0.3820, -0.5526, 0.2794, 0.3153, 0.0433, 0.3029, -0.3242, -0.5075, 0.2653, 0.2796, -0.0340, 0.2786, -0.2557, -0.5201, 0.2626, -0.0886, 0.2802, 0.3670, -0.6227, -0.4941, 0.3023, 0.1998, 0.3310, 0.2552, -0.0957, -0.5067, -0.2638, 0.3566, 0.2058, 0.3109]
}

=====

Order of stability, best first: arrangement P, arrangement Q

=====

Arrangement P

{
  "formula": "CH2N2OS2",
  "method": "the ωB97M-V functional and the def2-TZVPD basis",
  "molar_mass_g_mol": 122.2,
  "smiles": "N#C[S@](N)(=O)=S",
  "lumo_ev": -1.1,
  "multiplicity": 1,
  "e_homo_ev": -9.68,
  "gap_ha": 0.3171,
  "symbols": ["N", "C", "S", "N", "O", "S", "H", "H"],
  "xyz": [[0.62713, 2.22701, 1.50961], [0.25881, 1.24858, 1.06248], [-0.05073, -0.45115, 0.40413], [-0.67105, -0.03703, -1.20561], [-1.11910, -1.07175, 1.09260], [1.93545, -1.33378, 0.72410], [-0.03795, 0.42802, -1.88875], [-0.94254, -1.00991, -1.69854]],
  "mulliken_charge": [-0.2802, 0.2788, 0.6111, -0.5549, -0.4490, -0.2418, 0.3160, 0.3200]
}

=====

Arrangement Q

{
  "formula": "CH2N2OS2",
  "method": "the ωB97M-V functional and the def2-TZVPD basis",
  "molar_mass_g_mol": 122.2,
  "smiles": "NC(=S)SN=O",
  "lumo_ev": -1.0,
  "multiplicity": 1,
  "e_homo_ev": -8.81,
  "gap_ha": 0.2858,
  "symbols": ["N", "C", "S", "S", "N", "O", "H", "H"],
  "xyz": [[0.85782, 0.47417, -0.37210], [0.70507, -0.78995, 0.07081], [1.84013, -1.91643, 0.33921], [-0.90918, -1.10120, 0.62906], [-1.58504, 0.60675, 0.18441], [-2.70667, 0.73383, 0.51247], [1.67189, 0.99352, -0.50871], [0.12598, 0.99930, -0.85515]],
  "mulliken_charge": [-0.3778, 0.4292, -0.3080, -0.0209, 0.0814, -0.2731, 0.1753, 0.2938]
}

=====

Order of stability, best first: arrangement Q, arrangement P

=====

Arrangement P

{
  "formula": "C2HClO",
  "method": "the ωB97M-V functional and the def2-TZVPD basis",
  "molar_mass_g_mol": 76.5,
  "lumo_ev": -1.1,
  "multiplicity": 1,
  "e_homo_ev": -9.44,
  "gap_ha": 0.3080,
  "symbols": ["C", "C", "O", "Cl", "H"],
  "xyz": [[0.45203, 0.38899, -0.07586], [-0.54974, -0.46892, -0.44751], [1.35472, -0.29994, 0.41796], [-1.63422, -1.09075, 0.64966], [0.37722, 1.47062, -0.54425]],
  "mulliken_charge": [0.2692, -0.0682, -0.4428, -0.0020, 0.2437]
}

=====

Arrangement Q

{
  "formula": "C2HClO",
  "method": "the ωB97M-V functional and the def2-TZVPD basis",
  "molar_mass_g_mol": 76.5,
  "smiles": "O=C=CCl",
  "lumo_ev": 0.0,
  "multiplicity": 1,
  "e_homo_ev": -9.32,
  "gap_ha": 0.3424,
  "symbols": ["O", "C", "C", "Cl", "H"],
  "xyz": [[0.95778, 1.59126, 2.22416], [0.82103, 0.90054, 1.30133], [0.58441, -0.00938, 0.44958], [1.87441, -1.20526, 0.50424], [-0.26934, -0.31861, -0.20513]],
  "mulliken_charge": [-0.3339, 0.6689, -0.4888, -0.1655, 0.3193]
}

=====

Arrangement R

{
  "formula": "C2HClO",
  "method": "the ωB97M-V functional and the def2-TZVPD basis",
  "molar_mass_g_mol": 76.5,
  "smiles": "O=C=CCl",
  "lumo_ev": -0.3,
  "multiplicity": 1,
  "e_homo_ev": -9.20,
  "gap_ha": 0.3278,
  "symbols": ["O", "C", "C", "Cl", "H"],
  "xyz": [[1.63347, -1.24150, 0.30123], [0.69235, -0.54724, 0.25725], [-0.46908, 0.09461, 0.10372], [-0.23227, 1.45842, -1.00864], [-1.62447, 0.23571, 0.34644]],
  "mulliken_charge": [-0.3310, 0.6209, -0.3918, -0.1826, 0.2846]
}

=====

Order of stability, best first: arrangement Q, arrangement R, arrangement P

=====

Arrangement P

{
  "formula": "C5H6N2O3",
  "method": "the ωB97M-V functional and the def2-TZVPD basis",
  "molar_mass_g_mol": 142.1,
  "lumo_ev": 0.2,
  "multiplicity": 1,
  "e_homo_ev": -8.11,
  "gap_ha": 0.3053,
  "symbols": ["C", "C", "C", "C", "C", "N", "N", "O", "O", "O", "H", "H", "H", "H", "H", "H"],
  "xyz": [[0.60533, -0.62804, -1.95397], [1.66031, -0.30804, -1.05897], [-0.72256, -0.76300, -1.35697], [-0.79155, 1.63268, 1.13879], [-0.04640, -0.11772, 0.79358], [-0.99046, -0.66227, -0.09633], [1.32885, 0.01735, 0.26474], [-2.08488, 1.52682, 0.88958], [-0.10311, 2.56878, 1.47244], [0.07925, -0.77709, 2.10177], [0.90569, -0.85310, -3.03664], [2.73291, -0.25240, -1.29227], [-1.64311, -1.17190, -1.83454], [2.16604, 0.30962, 0.84840], [-2.37819, 0.62941, 0.84521], [-0.71811, -1.15111, 2.27517]],
  "mulliken_charge": [-0.7445, -0.0297, 0.0446, 0.5923, 0.4735, -0.7061, -0.1632, -0.4398, -0.5246, -0.5265, 0.2663, 0.3718, 0.3846, 0.2579, 0.4263, 0.3170]
}

=====

Arrangement Q

{
  "formula": "C5H6N2O3",
  "method": "the ωB97M-V functional and the def2-TZVPD basis",
  "molar_mass_g_mol": 142.1,
  "smiles": "CC(C)(N=O)C(=O)N=C=O",
  "lumo_ev": [-1.1, -1.1],
  "multiplicity": 1,
  "e_homo_ev": [-10.01, -10.01],
  "gap_ha": [0.3288, 0.3288],
  "symbols": ["C", "C", "C", "N", "O", "C", "O", "N", "C", "O", "H", "H", "H", "H", "H", "H"],
  "xyz": [[-0.72421, -0.05797, 1.47234], [-0.23209, -0.00411, -0.04624], [-1.38908, -0.12174, -0.99376], [0.70273, -1.09208, -0.20756], [0.37275, -2.05570, -0.84483], [0.61708, 1.26561, -0.36404], [0.15738, 2.31869, -0.66853], [1.92530, 1.05377, -0.11140], [2.55326, 0.05312, -0.01974], [3.46937, -0.63924, 0.05151], [-1.64700, -0.63058, 1.32444], [-1.01529, 0.91125, 1.68194], [-0.00141, -0.51601, 2.00171], [-1.90769, -1.03459, -0.63574], [-0.86005, -0.20534, -1.87636], [-2.02105, 0.75491, -0.76373]],
  "mulliken_charge": [-1.5703, 1.3590, -1.3685, -0.0007, -0.3809, 0.0512, -0.5089, -0.3457, 0.6894, -0.3963, 0.3652, 0.3950, 0.5174, 0.3486, 0.5221, 0.3233]
}

=====

Order of stability, best first: arrangement P, arrangement Q